[1]
{
  "formula": "C3H10O3",
  "method": "ωB97M-V with the def2-TZVPD basis set",
  "symbols": ["C", "C", "C", "O", "H", "H", "H", "H", "H", "H", "H", "H", "O", "H", "H", "O"],
  "xyz": [[0.384, 0.413, -1.138], [0.341, 1.099, 0.133], [1.098, 0.890, 1.246], [0.766, 1.385, 2.414], [0.421, 0.968, -2.077], [1.209, -0.315, -1.185], [-0.441, -0.304, -1.303], [-0.573, 1.693, 0.173], [2.018, 0.314, 1.243], [1.545, 1.307, 2.988], [-0.251, -3.088, -2.593], [0.497, -1.787, -3.046], [0.501, -2.729, -3.087], [-2.835, 0.549, 0.740], [-3.185, -0.609, 1.419], [-2.436, -0.307, 0.903]],
  "forces_ev_per_angstrom": [[1.9, -2.4, -0.8], [-3.1, 0.4, -1.7], [1.1, -0.3, 1.8], [0.3, 0.1, -1.2], [-0.2, 0.7, 0.4], [0.2, 0.4, 0.0], [-0.6, 0.6, 0.6], [0.5, 0.4, 0.8], [0.0, 0.0, -0.4], [-0.2, -0.1, 0.6], [0.2, 0.4, -0.2], [-0.3, 0.8, 0.0], [0.1, -1.2, 0.1], [0.4, 0.7, -0.6], [0.1, -1.2, 0.5], [-0.3, 0.5, 0.1]],
  "mulliken_spin": [0.03, 0.33, 0.30, 0.21, 0.05, 0.00, 0.06, 0.01, 0.01, -0.01, 0.00, 0.00, 0.00, 0.00, 0.00, 0.00],
  "homo_lumo_gap_ev": [10.070, 6.165],
  "charge": 1,
  "lumo_energy_ev": [-4.3, -8.2],
  "relative_energy_kcal_mol": 17.6,
  "multiplicity": 2,
  "energy_ev": -9405.919,
  "s2": 0.7543,
  "homo_ha": [-0.5284, -0.5284]
}

---

[2]
{
  "formula": "C3H10O3S",
  "method": "ωB97M-V with the def2-TZVPD basis set",
  "symbols": ["C", "O", "C", "C", "S", "H", "H", "H", "H", "H", "H", "H", "H", "O", "H", "H", "O"],
  "xyz": [[0.314, -1.541, 0.454], [-0.483, -2.223, -0.399], [-0.390, -0.303, 1.192], [-0.600, 1.077, 0.382], [-0.622, 2.516, 1.849], [0.673, -2.127, 1.333], [1.058, -1.023, -0.238], [0.231, 0.069, 2.016], [-1.240, -0.749, 1.686], [-1.549, 1.086, -0.148], [0.179, 1.315, -0.230], [1.905, 1.170, -0.865], [1.965, -0.054, -1.376], [2.537, 0.709, -1.469], [-0.743, -1.578, -2.304], [-0.359, -3.106, -2.507], [-0.569, -2.320, -3.021]],
  "forces_ev_per_angstrom": [[-1.6, 2.0, -0.9], [-0.5, -0.5, 0.3], [1.5, 0.8, -1.0], [-2.7, -1.1, 4.8], [-0.1, -1.1, -1.9], [0.8, -0.1, -0.5], [0.8, -0.5, 1.3], [0.3, -0.4, 0.0], [-0.9, 0.4, -0.2], [0.0, 0.2, -0.1], [2.1, 0.5, -1.7], [1.2, 0.9, -0.3], [0.3, -1.6, -0.7], [-1.3, 0.8, 1.0], [0.7, -2.8, -1.0], [-0.1, 0.6, 0.7], [-0.6, 2.0, 0.2]],
  "nbo_charge": [0.00, -1.01, -0.46, -0.42, -0.87, 0.08, 0.04, 0.19, 0.18, 0.18, 0.13, 0.47, 0.47, -0.96, 0.52, 0.48, -1.03],
  "homo_lumo_gap_ev": 5.686,
  "charge": -2,
  "lumo_energy_ev": 6.1,
  "relative_energy_kcal_mol": 57.2,
  "energy_ev": -20247.845,
  "homo_ha": 0.0170
}

---

[3]
{
  "formula": "C3H10O3S",
  "method": "ωB97M-V with the def2-TZVPD basis set",
  "symbols": ["C", "O", "C", "C", "S", "H", "H", "H", "H", "H", "H", "H", "H", "O", "H", "H", "O"],
  "xyz": [[0.405, -0.941, 0.451], [-0.707, -1.158, -0.380], [-0.137, 0.051, 1.571], [-1.398, 0.871, 1.313], [-1.042, 2.738, 1.368], [0.788, -1.827, 0.982], [1.172, -0.577, -0.271], [0.593, 0.825, 1.836], [-0.381, -0.600, 2.421], [-2.145, 0.705, 2.059], [-1.767, 0.763, 0.281], [2.434, 2.368, -1.113], [1.520, 1.601, -1.981], [2.463, 1.893, -1.994], [-0.654, -1.979, -1.180], [-0.327, -2.077, -2.977], [-0.815, -2.656, -2.386]],
  "forces_ev_per_angstrom": [[-1.8, 1.1, -1.0], [0.0, -1.8, -0.3], [0.7, -0.3, -0.2], [0.7, 1.9, -1.7], [0.0, -0.3, 0.2], [0.1, -0.2, -0.2], [0.4, 0.3, 1.1], [0.3, -0.6, 0.3], [0.4, 0.1, 0.2], [-0.6, -0.4, 0.3], [-0.1, -0.6, 0.8], [0.3, -0.7, -1.3], [0.9, 0.0, -0.3], [-1.3, 0.7, 1.8], [-0.1, 1.0, 0.1], [0.0, 0.1, -0.1], [0.2, -0.3, 0.4]],
  "nbo_charge": [-0.04, -0.85, -0.45, -0.49, -0.85, 0.11, 0.13, 0.21, 0.16, 0.17, 0.23, 0.48, 0.49, -0.97, 0.51, 0.41, -1.23],
  "homo_lumo_gap_ev": 5.673,
  "charge": -2,
  "lumo_energy_ev": 6.1,
  "relative_energy_kcal_mol": 41.2,
  "energy_ev": -20248.541,
  "homo_ha": 0.0139
}

---

Copy entry 1 word for word.
{
  "formula": "C3H10O3",
  "method": "ωB97M-V with the def2-TZVPD basis set",
  "symbols": ["C", "C", "C", "O", "H", "H", "H", "H", "H", "H", "H", "H", "O", "H", "H", "O"],
  "xyz": [[0.384, 0.413, -1.138], [0.341, 1.099, 0.133], [1.098, 0.890, 1.246], [0.766, 1.385, 2.414], [0.421, 0.968, -2.077], [1.209, -0.315, -1.185], [-0.441, -0.304, -1.303], [-0.573, 1.693, 0.173], [2.018, 0.314, 1.243], [1.545, 1.307, 2.988], [-0.251, -3.088, -2.593], [0.497, -1.787, -3.046], [0.501, -2.729, -3.087], [-2.835, 0.549, 0.740], [-3.185, -0.609, 1.419], [-2.436, -0.307, 0.903]],
  "forces_ev_per_angstrom": [[1.9, -2.4, -0.8], [-3.1, 0.4, -1.7], [1.1, -0.3, 1.8], [0.3, 0.1, -1.2], [-0.2, 0.7, 0.4], [0.2, 0.4, 0.0], [-0.6, 0.6, 0.6], [0.5, 0.4, 0.8], [0.0, 0.0, -0.4], [-0.2, -0.1, 0.6], [0.2, 0.4, -0.2], [-0.3, 0.8, 0.0], [0.1, -1.2, 0.1], [0.4, 0.7, -0.6], [0.1, -1.2, 0.5], [-0.3, 0.5, 0.1]],
  "mulliken_spin": [0.03, 0.33, 0.30, 0.21, 0.05, 0.00, 0.06, 0.01, 0.01, -0.01, 0.00, 0.00, 0.00, 0.00, 0.00, 0.00],
  "homo_lumo_gap_ev": [10.070, 6.165],
  "charge": 1,
  "lumo_energy_ev": [-4.3, -8.2],
  "relative_energy_kcal_mol": 17.6,
  "multiplicity": 2,
  "energy_ev": -9405.919,
  "s2": 0.7543,
  "homo_ha": [-0.5284, -0.5284]
}